(1)
The following is a DFT calculation (ωB97M-V/def2-TZVPD) of a structure of composition C27H26BaF15NO5 in a non-equilibrium geometry.

Each line ends with the Löwdin charge.
CARTESIAN COORDINATES (ANGSTROEM)
1 Ba -5.31958 5.02981 -2.14723  2.1378
2 F -1.51046 -1.74423 4.92958  0.1674
3 F -1.42914 0.02059 -3.20539  0.1679
4 F -1.12902 3.21714 -0.25924  0.2644
5 F -1.53766 2.87311 -2.89026  0.2437
6 F -3.31976 -0.93692 -2.70517  0.1323
7 F -2.48402 -3.31795 -1.25370  0.0985
8 F -1.55424 -3.77717 3.53533  0.1340
9 F 0.24605 -2.52906 5.89445  0.2000
10 F -4.20965 1.20039 -1.36574  0.1566
11 F -3.64301 1.28806 -3.44807  0.1241
12 F 0.36616 -4.42341 4.31243  0.1301
13 F -2.47092 4.74211 -0.96414  0.0788
14 F -3.63879 3.48396 -2.62418  -0.3181
15 F 0.44070 -1.16297 4.24166  0.1461
16 F -3.25578 3.08016 0.14021  0.2027
17 O 0.51704 -1.61150 -1.53140  0.0605
18 O -3.56929 -2.71765 1.05697  0.1989
19 O 2.62358 0.16812 -0.82567  -0.1164
20 O 0.27561 -3.85413 -1.21515  0.2617
21 O -4.00073 0.34530 1.46563  0.0972
22 N -2.72758 -0.83461 0.08874  0.1123
23 C -3.79461 -1.86859 0.28223  -0.4268
24 C -1.59120 -2.36074 -1.61690  -0.1476
25 C 4.92127 0.87697 -0.47410  -0.1955
26 C -5.08633 -1.78613 -0.44714  0.0293
27 C 5.42975 2.29579 1.44592  -0.0759
28 C -2.87973 0.17434 1.03925  -0.4545
29 C -0.16089 -2.79220 -1.39322  -0.4250
30 C -2.31586 3.39164 -0.71736  -0.5674
31 C -2.32864 -0.14856 -2.22302  -0.3253
32 C -2.53487 2.66400 -2.08340  -0.2277
33 C 6.26969 0.94864 -0.84967  -0.0350
34 C -0.27510 -3.39140 3.72051  -0.4461
35 C 0.28794 -1.15884 0.75613  -0.0659
36 C 0.37943 0.69391 -0.97629  -0.0688
37 C 2.05315 2.19450 -2.06769  0.0065
38 C 4.51895 1.54901 0.68917  -0.0436
39 C 7.17864 1.69620 -0.09369  -0.0674
40 C 3.95678 0.07779 -1.31179  -0.1373
41 C 6.76453 2.38402 1.05289  -0.0780
42 C 0.38143 -3.07104 2.40198  -0.0451
43 C -0.26997 -2.19111 4.73095  -0.5482
44 C -1.79676 0.99930 1.65793  0.0364
45 C 1.69583 0.71662 -1.72809  -0.3604
46 C -1.74605 -0.94076 -0.97231  -0.0994
47 C -0.54726 -2.16810 1.56179  -0.1389
48 C -0.20479 -0.70173 -0.65229  -0.2562
49 C -3.14329 1.22152 -2.16881  -0.2834
50 H 2.42086 2.28358 -3.08208  0.0862
51 H -1.10966 -2.82985 0.91815  0.1015
52 H 1.65912 0.18885 -2.67842  0.1503
53 H 1.33180 -2.58911 2.58988  0.1329
54 H 2.75120 2.59756 -1.34591  0.0874
55 H -5.52185 -0.80025 -0.34938  0.0759
56 H -4.98997 -2.07054 -1.48807  0.0877
57 H 0.56784 1.27409 -0.08349  0.1145
58 H 6.61214 0.42003 -1.72756  0.1141
59 H 7.45610 2.97386 1.62917  0.1013
60 H 0.54317 -4.02952 1.92317  0.1434
61 H 4.02321 0.35461 -2.36071  0.1335
62 H -5.75622 -2.48671 0.02936  0.1044
63 H 3.49300 1.50621 1.01321  0.0971
64 H 1.24857 -1.62495 0.58875  0.1329
65 H -1.43206 0.50489 2.54957  0.1058
66 H -1.60369 -2.32655 -2.70259  0.1786
67 H -0.32746 1.26902 -1.56402  0.0799
68 H 8.21177 1.75447 -0.39689  0.1034
69 H -1.24626 -1.70567 2.24268  0.0932
70 H 0.51811 -0.31886 1.39585  0.1144
71 H -0.94175 1.22601 1.04402  0.0454
72 H -2.24025 1.92621 1.98791  0.0887
73 H 1.16037 2.81572 -2.01926  0.0558
74 H 4.24771 -0.96767 -1.23529  0.1405
75 H 5.09262 2.81037 2.32930  0.0980

Atomic forces in eV per Å
Ba -0.7 0.7 0.3
F -0.2 0.2 0.0
F 0.1 0.0 0.0
F 0.5 -0.1 0.3
F 0.0 -0.1 0.0
F -0.2 0.0 -0.1
F -0.2 0.2 0.1
F -0.2 -0.1 0.0
F 0.1 0.0 0.2
F 0.1 -0.1 0.3
F 0.1 0.0 0.1
F 0.1 0.0 0.1
F -0.1 0.0 0.0
F 0.6 -0.8 -0.2
F 0.2 0.3 -0.1
F -0.5 -0.2 0.4
O -0.5 -0.3 -0.1
O 0.3 -0.8 1.2
O 0.0 -0.2 -0.2
O 0.8 -1.6 0.1
O -0.6 0.0 0.3
N 0.6 0.3 -0.2
C -0.5 0.1 -0.4
C 0.0 -1.2 0.1
C 0.4 0.7 0.5
C -0.3 0.2 -0.1
C 0.2 -0.3 -0.6
C -0.4 -0.1 0.0
C -0.7 1.7 -0.2
C 0.1 0.6 -0.7
C 0.1 0.0 0.7
C 0.2 -0.1 0.3
C -0.1 0.4 0.6
C 0.4 -0.2 0.2
C -0.8 -0.2 0.6
C -0.6 -0.2 -0.4
C -0.6 -0.4 0.0
C 0.5 0.1 -0.2
C -0.5 0.0 0.1
C 0.2 -0.3 0.5
C -0.6 -0.5 -0.4
C -0.6 0.2 0.0
C -0.4 -0.3 0.0
C 0.5 0.2 -0.3
C 0.5 1.2 0.1
C 0.3 0.1 -0.7
C 0.8 -0.4 -0.1
C 1.4 0.7 0.6
C -0.3 0.1 -1.4
H 0.4 0.1 -0.1
H -0.3 0.0 0.0
H -0.1 -0.5 0.1
H 0.3 -0.1 0.1
H 0.3 0.0 0.0
H 0.0 0.3 -0.2
H 0.1 0.1 -0.2
H 0.0 0.0 0.4
H 0.1 0.0 -0.1
H 0.2 0.0 0.1
H 0.2 -0.1 -0.2
H -0.1 0.1 -0.2
H -0.1 -0.2 0.1
H -0.2 -0.1 0.0
H 0.3 0.1 -0.4
H 0.0 -0.3 0.2
H -0.2 0.4 -0.2
H -0.1 0.0 -0.2
H 0.1 0.0 -0.1
H -0.4 0.3 -0.1
H 0.0 0.3 0.1
H 0.1 -0.1 -0.1
H -0.2 0.1 0.1
H -0.2 0.1 0.0
H 0.0 -0.2 -0.1
H -0.1 0.1 0.2

As for the net charge: +2. As for the electronic energy: -2998.2521 Ha. Its spin multiplicity is 1.

=====

(2)
The following is a DFT calculation (ωB97M-V/def2-TZVPD) of a cluster of 3 separate species, C18H44BFN3O in total in a non-equilibrium geometry.

Each line ends with the natural charge from an NBO analysis.
CARTESIAN COORDINATES (ANGSTROEM)
1 F -5.13820 1.78564 -0.79380  -0.5833
2 O -5.72184 0.24500 -4.83966  -0.5643
3 N -0.40590 -1.21908 1.11955  -0.4472
4 N 4.72196 1.42703 1.44997  -0.4505
5 N -3.99861 -0.47474 -3.46915  -0.5058
6 C -0.93018 -2.10051 0.09394  -0.2128
7 C 3.34994 1.76818 1.79025  -0.2215
8 C -2.75060 0.11972 -2.93774  -0.1991
9 C -0.93920 0.41345 2.90389  -0.6158
10 C 5.94621 3.67349 1.59011  -0.6353
11 C 5.47032 0.73953 2.48233  -0.2106
12 C -1.48811 -3.46407 0.52337  -0.6347
13 C -1.41668 -0.74966 2.04745  -0.2188
14 C 0.86102 -1.59634 1.70737  -0.2104
15 C 0.86513 -2.69637 2.77999  -0.6388
16 C 5.48591 2.45845 0.77413  -0.2035
17 C -3.82684 -1.91406 -3.68858  -0.1955
18 C -3.54581 0.59993 -5.71371  -0.7426
19 C -2.91214 1.05609 -1.74370  -0.6821
20 C -5.08811 -2.58562 -4.20403  -0.6229
21 C -4.51596 0.14492 -4.64461  0.7478
22 C 3.11272 2.63968 3.03062  -0.6390
23 C 4.79405 -0.53253 2.97352  -0.6170
24 B -4.13651 2.16405 -1.79495  0.3003
25 H -0.69847 -4.16758 0.78976  0.1896
26 H -2.26952 -0.40866 1.45672  0.2224
27 H -2.17356 -3.37819 1.36709  0.2041
28 H 6.44131 0.46814 2.05848  0.1904
29 H 5.12351 4.35104 1.81303  0.2029
30 H 6.41664 3.38170 2.52974  0.2009
31 H -5.03408 -3.65194 -3.98763  0.1939
32 H -2.04541 -3.90530 -0.30578  0.2105
33 H -3.06940 1.52652 -5.40355  0.2448
34 H 5.45915 -1.05697 3.66145  0.2068
35 H -0.15447 0.11741 3.60425  0.1873
36 H -0.55989 1.22091 2.27624  0.2166
37 H 1.81214 -2.67327 3.32603  0.2023
38 H -0.15167 -2.25818 -0.65832  0.1858
39 H 4.90323 2.80639 -0.08254  0.1951
40 H 2.06174 2.58055 3.32001  0.2189
41 H 2.88976 2.24517 0.92275  0.2044
42 H -5.95780 -2.17334 -3.70719  0.2375
43 H -1.97565 1.61781 -1.67589  0.1904
44 H -1.77161 0.80273 3.49078  0.2145
45 H 3.33586 3.68969 2.84746  0.2005
46 H 1.54602 -1.87959 0.90352  0.1934
47 H -2.74963 -0.12047 -5.89352  0.2084
48 H 6.68352 4.24044 1.01735  0.2067
49 H -2.13080 -0.73113 -2.63881  0.1622
50 H -4.65254 2.24301 -2.90692  -0.1470
51 H -3.70345 3.29239 -1.51865  -0.1593
52 H -2.17222 0.63857 -3.70113  0.1685
53 H -1.72369 -1.55242 -0.42227  0.2150
54 H -2.96523 -2.10477 -4.34466  0.1488
55 H -3.00028 0.49940 -0.80765  0.1849
56 H -5.18687 -2.49224 -5.28164  0.2000
57 H 5.68027 1.38360 3.35221  0.1538
58 H 3.86768 -0.32528 3.51112  0.2044
59 H 0.76752 -3.69197 2.34912  0.2000
60 H 0.06543 -2.55859 3.50894  0.2039
61 H 1.30595 -0.69932 2.14617  0.1839
62 H -3.58121 -2.34172 -2.71903  0.1919
63 H 2.79660 0.83637 1.91874  0.1980
64 H -1.79143 -1.54895 2.70893  0.1477
65 H 4.56688 -1.20270 2.14347  0.2129
66 H 6.37309 1.97799 0.34805  0.1831
67 H 3.70482 2.30790 3.88538  0.1973
68 H -4.07482 0.79267 -6.63816  0.2253

Atomic forces in eV per Å
F 0.0 0.1 -0.2
O 1.5 -0.4 0.2
N 0.0 -0.1 -0.1
N 0.0 0.1 -0.1
N 0.3 0.3 -0.4
C -0.1 0.0 -0.2
C -0.2 -0.1 0.1
C 0.1 -0.3 0.6
C 0.0 0.0 0.1
C 0.0 0.1 -0.1
C 0.0 -0.1 0.1
C 0.1 0.0 0.0
C 0.0 0.1 0.1
C 0.2 0.0 0.1
C 0.1 0.0 0.0
C 0.1 0.0 -0.1
C -0.4 0.2 0.2
C 0.1 0.3 0.1
C -0.2 0.5 -0.3
C 0.3 -0.4 -0.1
C -1.6 0.2 -0.1
C -0.1 0.0 0.0
C 0.0 0.0 0.0
B 0.0 0.0 0.3
H 0.0 0.0 0.1
H 0.0 -0.1 -0.1
H 0.0 0.0 0.0
H 0.0 0.1 0.0
H 0.0 0.0 0.1
H 0.0 0.0 0.0
H 0.0 -0.1 0.0
H 0.0 0.0 0.0
H 0.0 0.1 0.0
H 0.0 0.0 0.0
H 0.0 0.0 0.0
H 0.0 0.0 0.0
H 0.0 0.0 0.0
H 0.1 0.0 0.1
H -0.1 0.0 0.0
H 0.0 0.0 0.0
H 0.1 0.0 -0.1
H -0.2 0.1 0.0
H 0.2 -0.1 0.1
H 0.0 0.0 0.0
H 0.1 0.0 0.0
H -0.1 0.0 -0.1
H 0.1 -0.2 0.1
H 0.0 0.0 0.0
H 0.2 -0.1 -0.1
H 0.0 -0.1 -0.2
H 0.0 0.0 0.1
H -0.1 0.0 -0.3
H 0.0 0.0 0.1
H 0.0 -0.2 -0.2
H -0.1 -0.2 0.1
H -0.2 0.2 -0.1
H 0.0 0.0 0.0
H 0.0 0.0 0.0
H -0.1 0.0 0.0
H 0.0 0.0 0.0
H -0.1 0.0 0.0
H 0.1 0.0 0.1
H 0.0 0.0 0.0
H 0.0 0.0 0.0
H 0.0 0.0 0.0
H 0.0 0.0 0.1
H 0.0 0.0 0.0
H -0.2 0.0 -0.1

As for the net charge: -1. As for the electronic energy: -1076.4765 Ha. Its spin multiplicity is 1.